(1)
{"formula": "C22H66O11", "method": "the ωB97M-V functional and the def2-TZVPD basis", "e_homo_ev": -9.960, "total_energy_ev": -46400.3495, "largest_force_ha_per_bohr": 0.0725, "orbital_gap_ha": 0.3718, "spin_multiplicity": 1, "lumo_ev": 0.158, "smiles": "CCO.CCO.CCO.CCO.CCO.CCO.CCO.CCO.CCO.CCO.CCO", "species": ["O", "O", "O", "O", "O", "O", "O", "O", "O", "O", "O", "C", "C", "C", "C", "C", "C", "C", "C", "C", "C", "C", "C", "C", "C", "C", "C", "C", "C", "C", "C", "C", "C", "H", "H", "H", "H", "H", "H", "H", "H", "H", "H", "H", "H", "H", "H", "H", "H", "H", "H", "H", "H", "H", "H", "H", "H", "H", "H", "H", "H", "H", "H", "H", "H", "H", "H", "H", "H", "H", "H", "H", "H", "H", "H", "H", "H", "H", "H", "H", "H", "H", "H", "H", "H", "H", "H", "H", "H", "H", "H", "H", "H", "H", "H", "H", "H", "H", "H"], "positions_angstrom": [[-1.3900, -4.0144, -3.1835], [5.4966, 0.5417, 4.1176], [-5.1203, 2.1386, -0.6757], [5.5256, 4.5989, 1.6940], [-2.4204, -5.6515, 1.1709], [1.1858, -0.6460, -5.6503], [-4.6088, -1.7043, 2.0574], [5.7054, 1.2684, -4.3127], [-0.6003, 0.8849, 1.2961], [0.0616, 5.4488, 3.8417], [1.9738, -3.6919, 5.7331], [6.1907, 2.1485, -5.2969], [-2.7393, -3.8257, -3.5729], [5.1655, 5.3638, -0.5131], [-3.3468, -6.7103, 1.0770], [7.1308, 3.0972, -4.5631], [0.5989, -3.9314, 5.4862], [-5.5902, -1.7408, 3.0392], [-3.4890, -7.1636, 2.5274], [-0.2107, -3.4077, 6.6902], [6.4135, -0.3672, 3.5790], [-3.0061, -4.9630, -4.5349], [-6.8769, -1.3056, 2.3838], [0.5767, 0.0258, -6.7336], [-0.5024, 0.9331, -6.2894], [-0.7825, 6.8726, 2.0010], [0.7808, 0.4999, -0.7089], [-5.5931, 2.7573, -1.8180], [-0.1817, 6.8533, 3.4901], [5.7877, -0.9842, 2.3664], [0.6359, 0.4465, 0.8142], [4.9739, 4.1898, 0.4512], [-6.9348, 2.0848, -2.2981], [-1.1758, 0.1213, 1.3824], [-2.8382, -4.8881, 1.5761], [0.1255, -3.3699, 4.6808], [8.1475, 2.7291, -4.7006], [-7.3016, 2.5278, -3.2240], [0.7047, -1.4512, -5.4459], [-0.2869, 4.8337, 3.1922], [-2.9528, -7.4839, 0.4179], [-7.7399, -1.4890, 3.0240], [5.3543, 2.7374, -5.6737], [7.2133, 4.1126, -4.9505], [-3.9833, -5.0706, -5.0056], [-4.3242, -6.3909, 0.7154], [-1.4165, 0.5055, -5.8775], [-6.8281, 1.0125, -2.4622], [-1.2363, -3.7707, 6.6224], [-0.0203, 6.6502, 1.2543], [3.9206, 3.9588, 0.6103], [6.2325, -1.8948, 1.9651], [-3.4170, -3.8512, -2.7196], [0.7595, 7.3999, 3.4315], [4.8069, -1.3945, 2.6070], [-0.1808, 0.3723, -1.2061], [-0.0999, 1.5897, -5.5181], [5.7526, -0.2419, 1.5691], [-4.9300, -1.0507, 1.4319], [-1.6211, 6.1894, 1.8661], [-2.5959, -7.5753, 2.9973], [-7.7317, 2.2867, -1.5825], [7.3678, 0.1205, 3.3803], [4.9038, 0.8302, -4.6079], [-2.4008, -4.8694, -5.4365], [-6.8477, -0.2579, 2.0844], [0.5906, -5.0037, 5.2903], [2.2546, -4.2164, 6.4866], [-0.7562, 1.5250, -7.1687], [-0.2999, -2.3245, 6.6078], [-5.3429, -0.9397, 3.7358], [0.2985, -3.6745, 7.6163], [1.2597, 0.5460, -7.4052], [1.5297, -0.2373, -0.9986], [5.5012, 3.3811, -0.0548], [4.8214, 5.0727, -1.5055], [-1.1505, 7.8679, 1.7520], [6.8024, -1.1135, 4.2719], [-3.8514, -6.3605, 3.1691], [0.6625, -0.6192, 1.0414], [1.2113, 1.4713, -0.9521], [5.0033, 0.0407, 4.7713], [-1.5195, -4.2085, -2.2523], [5.4265, 3.8867, 2.3299], [0.0981, -0.7256, -7.3617], [6.6719, 1.6940, -6.1629], [4.6528, 6.2578, -0.1581], [-5.8395, -2.6166, 3.6383], [-0.9252, 7.3232, 4.1339], [-5.7663, 3.7682, -1.4491], [-7.0129, -1.9853, 1.5426], [-4.7813, 2.7871, -2.5448], [7.0937, 3.0241, -3.4762], [-2.9138, -2.8848, -4.0949], [6.1938, 5.7253, -0.5018], [1.5231, 0.7888, 1.3472], [-4.4520, 2.6343, -0.1968], [-2.8874, -5.9307, -4.0476], [-4.2669, -7.9272, 2.5335]], "forces_ev_per_a": [[-0.27, 0.65, 0.91], [0.02, 0.34, 0.88], [0.21, -2.28, 1.63], [0.30, -0.27, -0.04], [0.78, 0.75, -1.40], [0.95, 0.26, 0.14], [1.20, -1.28, -0.48], [0.04, -0.82, 0.16], [-0.47, 1.19, 0.44], [0.25, 1.46, 0.69], [0.61, 1.17, -0.92], [-0.65, 1.54, 0.57], [-0.66, -0.69, -1.32], [-0.39, 0.34, 0.69], [0.31, 0.28, 1.92], [1.90, -0.58, -0.33], [-0.34, -0.10, 1.54], [-1.58, 2.39, 0.94], [-1.13, -1.14, -0.24], [-0.02, -0.51, -0.63], [1.23, -0.70, -0.31], [-0.96, -0.66, -0.83], [-0.77, -0.75, 0.13], [-1.06, -1.71, -0.40], [-0.24, 1.52, 0.23], [0.58, 0.58, 1.13], [0.68, 1.05, 0.74], [-0.93, 0.83, -0.14], [-1.05, -1.91, -3.02], [-0.08, -0.86, -0.74], [0.18, -2.70, -0.64], [0.32, 1.26, -0.51], [1.01, 0.81, 0.24], [0.03, 0.11, 0.00], [-0.13, 0.00, 0.04], [1.15, -0.12, -0.72], [0.30, -0.16, -0.26], [0.34, 0.08, -0.16], [-0.07, 0.05, -0.09], [-0.15, 0.40, -0.22], [0.11, 0.12, 0.07], [-0.04, 0.31, 0.14], [-0.18, 0.05, -0.25], [-0.62, 0.05, 0.20], [-0.61, 0.65, 0.45], [-0.04, 0.08, -0.26], [0.18, -0.46, -0.15], [0.11, 0.05, 0.16], [-0.02, -0.28, 0.39], [0.10, -0.22, 0.16], [-0.11, -0.20, -0.35], [0.86, 0.19, 0.04], [0.01, -0.02, 0.10], [-0.02, -0.13, 0.53], [-0.38, 0.63, 0.09], [0.18, -0.17, -0.02], [-0.06, 0.27, -0.03], [-0.39, -0.13, -0.04], [0.26, 0.00, -0.28], [0.02, -0.12, 0.26], [0.14, 0.08, -0.40], [0.19, -0.24, 0.27], [-0.23, 0.64, -0.56], [0.00, -0.06, -0.15], [0.67, -0.16, 0.36], [-0.07, -0.07, -0.18], [-1.10, -0.08, 0.01], [-0.21, -0.07, 0.00], [-0.36, 0.31, 0.13], [0.33, 0.04, 0.15], [0.10, -0.17, 0.69], [-0.40, -0.04, 0.17], [0.57, -0.02, 0.59], [-0.24, -0.13, -0.25], [0.03, -0.60, 0.59], [0.16, 0.25, -0.06], [-0.04, 0.12, 0.11], [-0.74, -0.35, 0.53], [0.01, 0.21, -0.17], [0.21, -0.38, 0.15], [-0.24, 0.12, -0.46], [-0.31, 0.26, 0.08], [0.93, -0.10, 0.24], [0.00, -0.09, 0.10], [0.11, -0.22, -0.40], [0.10, -0.42, 0.14], [-0.57, -0.12, -0.10], [1.12, -0.72, -0.61], [0.31, -0.21, 0.37], [-0.53, 0.55, -0.98], [-0.18, 0.29, -0.39], [-0.34, -0.09, -0.61], [-0.91, 0.41, -0.07], [0.34, 0.28, 0.15], [0.27, -0.62, -0.31], [-0.34, 0.92, 0.06], [-0.05, 0.24, -0.37], [0.56, 0.04, -0.03], [-0.07, -0.30, 0.39]]}

***

(2)
{"formula": "C12H24N2O3", "method": "the ωB97M-V functional and the def2-TZVPD basis", "e_homo_ev": -9.371, "total_energy_ev": -21953.7984, "largest_force_ha_per_bohr": 0.1162, "orbital_gap_ha": 0.3593, "spin_multiplicity": 1, "lumo_ev": 0.405, "smiles": "CC[C@H](C)[C@H](NC(=O)[C@@H](N)CC(C)C)C(=O)O", "species": ["O", "O", "O", "N", "N", "C", "C", "C", "C", "C", "C", "C", "C", "C", "C", "C", "C", "H", "H", "H", "H", "H", "H", "H", "H", "H", "H", "H", "H", "H", "H", "H", "H", "H", "H", "H", "H", "H", "H", "H", "H"], "positions_angstrom": [[3.7983, -0.3761, -0.6127], [3.0281, 0.8370, 1.1191], [-0.5753, 1.9966, 1.6213], [0.5087, 1.0840, -0.1023], [0.0597, -0.2407, 3.2142], [-3.1319, -1.9349, 3.3262], [1.5203, 1.8436, -4.1944], [-3.7746, -0.5499, 1.3499], [-1.2655, -1.2855, 1.4676], [0.8665, -0.6730, -2.8591], [0.0350, -0.3827, 1.6810], [2.8430, 0.3664, 0.0249], [1.6480, 0.4712, -2.1829], [1.3526, 1.9015, -2.7292], [1.4827, 0.2846, -0.7205], [-0.1483, 1.0020, 1.0839], [-2.6282, -0.9705, 2.3360], [0.5030, 2.0710, -0.4615], [0.1550, 0.7804, 3.4590], [-0.1074, -0.7002, -2.4821], [0.2769, 2.3357, -2.5593], [1.6342, -1.3590, -2.5517], [-4.0067, -1.5274, 3.9413], [-3.3266, -2.9066, 2.8938], [-4.0849, -1.3308, 0.6247], [-2.1482, -2.0842, 3.9278], [2.3947, 1.2772, -4.2974], [-2.3424, -0.1800, 3.0721], [0.7849, -0.9129, 1.1861], [-1.4146, -1.4685, 0.4207], [-1.0303, -2.3290, 1.8291], [4.6538, -0.3326, -0.2405], [0.7062, 1.4078, -4.7537], [2.1219, 2.5566, -2.3182], [2.6547, 0.2594, -2.6138], [-4.5954, -0.2050, 2.0612], [1.1184, -0.4418, -3.9839], [0.9265, -0.6846, 3.5550], [-3.4091, 0.3604, 0.8177], [1.7205, 2.8413, -4.5782], [1.1961, -0.8009, -0.7712]], "forces_ev_per_a": [[-2.21, 0.15, -1.40], [-0.26, 0.20, -0.88], [-0.89, -0.19, 0.16], [-0.95, 3.18, -1.86], [1.80, 0.73, -0.94], [1.99, -1.48, 1.80], [-0.05, 1.48, -0.77], [0.55, 1.55, 1.53], [-0.50, -1.57, 2.19], [3.66, 2.38, -2.71], [-4.91, 0.38, 3.38], [0.50, -1.06, 1.13], [-0.71, 1.81, -2.34], [-2.20, -0.10, 1.16], [1.70, -1.98, 0.94], [2.29, -0.94, 0.32], [0.74, 2.43, -2.36], [-0.06, -1.38, 0.56], [-0.13, -1.38, -0.53], [-1.59, -0.66, 0.01], [1.94, -0.87, 0.40], [-0.94, -1.93, -0.15], [1.39, -0.66, -0.84], [-0.60, -0.40, -0.02], [0.13, 0.39, 0.67], [-2.02, -0.10, 0.01], [1.43, -0.89, -1.12], [-0.22, 0.42, -1.46], [1.61, -0.58, -0.01], [-0.65, 0.35, -0.77], [0.45, 0.93, -0.21], [1.35, 0.34, 1.24], [-0.22, -0.11, -0.01], [-0.26, 0.33, 0.19], [-0.24, 0.47, 1.29], [0.47, -0.56, -1.40], [-1.58, -1.19, 1.91], [-0.56, 0.32, -0.15], [-0.52, -0.66, 0.03], [-0.09, 0.05, -0.28], [0.36, 0.78, 1.29]]}